# 1
The following is a DFT calculation (the ωB97M-V functional and the def2-TZVPD basis) of 8 unconnected molecules or ions with the total composition C29H54F12NO10P2 in a non-equilibrium geometry.

Geometry as ORCA input:
```
! RIJCOSX wB97M-V def2-TZVPD def2/J DEFGRID3
* xyz -2 2
C 0.80 -3.30 1.96
C 0.21 -4.46 1.05
C 1.21 -5.70 1.36
C 0.92 -6.44 2.67
C -0.50 -6.92 2.71
C -1.55 -5.80 2.41
N -1.18 -4.92 1.26
O -2.21 -3.95 0.85
C -1.86 -5.01 3.78
C -2.88 -6.54 2.05
C 0.45 -4.10 -0.41
H 0.69 -2.29 1.59
H 1.85 -3.37 2.24
H 0.32 -3.25 2.94
H 2.18 -5.23 1.25
H 0.93 -6.45 0.62
H 0.97 -5.80 3.55
H 1.55 -7.32 2.79
H -0.69 -7.37 3.69
H -0.62 -7.78 2.06
H -2.48 -4.17 3.46
H -0.94 -4.69 4.26
H -2.49 -5.57 4.48
H -2.98 -7.09 2.98
H -2.86 -7.26 1.23
H -3.70 -5.86 1.82
H 1.44 -4.41 -0.74
H 0.19 -3.09 -0.71
H -0.23 -4.82 -0.89
P 0.11 0.55 -0.97
F 0.02 -0.27 0.44
F 0.12 1.90 -0.07
F 1.74 0.47 -1.11
F 0.11 1.52 -2.32
F 0.24 -0.68 -1.98
F -1.50 0.40 -1.02
P -1.34 -1.79 -4.59
F -1.22 -3.18 -5.39
F -2.92 -1.89 -4.33
F -1.08 -2.57 -3.10
F -1.61 -0.53 -3.62
F 0.19 -1.43 -4.85
F -1.82 -1.02 -5.91
C -2.72 2.07 -5.82
C -2.02 2.06 -7.18
C -0.68 2.60 -6.86
O -0.39 2.34 -5.45
C -1.71 2.65 -4.80
H -2.98 1.05 -5.52
H -3.64 2.57 -6.09
H -2.38 2.87 -7.81
H -2.13 1.06 -7.58
H -0.50 3.66 -7.09
H -0.06 2.13 -7.63
H -1.73 3.74 -4.72
H -1.82 2.24 -3.80
C 1.70 5.73 -2.16
C 3.06 5.64 -2.68
C 3.41 4.12 -2.69
O 2.13 3.58 -3.02
C 1.13 4.32 -2.33
H 1.12 6.40 -2.80
H 1.73 6.15 -1.15
H 3.79 6.24 -2.14
H 3.01 6.05 -3.69
H 3.79 3.76 -1.73
H 4.11 3.85 -3.48
H 0.79 3.76 -1.46
H 0.35 4.24 -3.08
C -3.54 1.29 2.70
C -4.70 0.32 2.86
C -4.01 -1.06 2.60
O -3.21 -0.72 1.52
C -2.51 0.50 1.92
H -3.32 1.72 3.67
H -3.83 2.13 2.07
H -5.50 0.56 2.16
H -5.19 0.48 3.82
H -4.73 -1.83 2.30
H -3.46 -1.66 3.32
H -2.25 0.99 0.97
H -1.55 0.27 2.38
C 3.97 -1.65 1.11
C 2.96 -0.59 1.61
C 2.66 -0.57 3.10
O 2.72 0.84 3.35
C 3.40 1.51 2.37
O 3.63 2.70 2.46
O 3.68 0.61 1.42
H 4.91 -1.65 1.67
H 4.13 -1.61 0.04
H 3.64 -2.68 1.17
H 2.11 -0.61 0.93
H 3.44 -1.16 3.58
H 1.65 -0.95 3.24
C 2.12 6.84 2.43
C 1.95 5.26 2.45
C 1.80 4.73 3.86
O 0.49 4.13 3.89
C 0.01 4.08 2.60
O -0.94 3.39 2.15
O 0.75 4.86 1.79
H 2.50 7.07 1.44
H 2.87 7.23 3.12
H 1.11 7.26 2.44
H 2.88 4.95 1.98
H 1.76 5.56 4.57
H 2.61 4.09 4.20
*
```

Results
DFT total energy (eV): -104108.1701
<S²>: 0.7553
Highest occupied orbital energy (eV): -4.3
HOMO-LUMO gap (eV): 8.053
LUMO level (eV): 3.76

Results of the Löwdin charge analysis, in e, for atoms 1 through 5:
1. C -0.017
2. C -0.439
3. C -0.119
4. C -0.205
5. C -0.180

---

# 2
The following is a DFT calculation (the ωB97M-V functional and the def2-TZVPD basis) of a molecular structure, C29H55Br2F5N7O10S3 in a non-equilibrium geometry.

Geometry as ORCA input:
```
! RIJCOSX wB97M-V def2-TZVPD def2/J DEFGRID3
* xyz 1 1
C 6.37 -1.25 -1.04
C 5.96 -2.58 -0.37
O 5.09 -3.39 -1.15
C 3.73 -3.14 -0.93
C 3.10 -2.30 -2.09
O 1.77 -2.07 -1.68
C 1.02 -1.12 -2.41
N 1.65 -0.96 -3.71
C 1.09 0.25 -1.60
N 2.20 0.35 -0.66
C -0.30 0.69 -1.01
C -0.30 2.15 -0.55
S -1.95 2.62 0.16
C -2.05 4.44 0.06
C -3.53 4.80 -0.31
S -0.60 -0.32 0.53
C -0.20 0.61 2.05
O -2.02 -0.60 0.58
O 0.26 -1.45 0.63
N -1.19 0.42 -2.13
S -1.44 1.47 -3.39
O -2.13 0.74 -4.40
O -2.31 2.52 -3.00
C -0.08 2.28 -4.34
F -0.68 2.68 -5.45
F 0.91 1.50 -4.78
C 0.59 3.59 -3.80
F -0.24 4.45 -3.29
F 1.59 3.33 -2.97
F 1.15 4.17 -4.84
C -1.43 -0.98 -2.41
N -2.69 -1.30 -2.48
C -3.81 -0.42 -2.13
C -4.76 -1.03 -1.05
O -6.02 -0.41 -1.25
C -3.08 -2.61 -3.00
C -4.42 -2.52 -3.82
O -4.40 -2.04 -4.89
N -5.60 -3.06 -3.24
C -5.59 -4.53 -3.25
C -6.74 -2.58 -4.04
N -0.34 -1.73 -2.63
C -0.24 -3.15 -2.63
Br 0.59 -3.97 -4.20
C -0.69 -4.01 -1.74
C -1.42 -3.59 -0.49
Br -0.49 -5.90 -1.93
H 5.51 -0.61 -1.26
H 6.97 -0.69 -0.31
H 6.91 -1.43 -1.97
H 5.57 -2.34 0.63
H 6.89 -3.16 -0.25
H 3.13 -4.05 -0.83
H 3.54 -2.56 -0.01
H 3.20 -2.94 -2.98
H 3.73 -1.41 -2.16
H 2.31 -0.20 -3.76
H 0.97 -0.93 -4.46
H 1.29 1.03 -2.36
H 2.16 1.22 -0.13
H 3.04 0.45 -1.22
H -0.17 2.87 -1.37
H 0.51 2.37 0.14
H -1.33 4.89 -0.64
H -1.86 4.85 1.05
H -3.59 5.23 -1.31
H -4.14 3.89 -0.31
H -3.96 5.46 0.45
H 0.73 1.17 1.93
H 0.00 -0.13 2.83
H -1.04 1.23 2.38
H -4.37 -0.06 -3.00
H -3.51 0.52 -1.64
H -4.84 -2.12 -1.11
H -4.44 -0.76 -0.04
H -6.64 -1.05 -1.62
H -3.28 -3.36 -2.23
H -2.40 -2.97 -3.78
H -5.55 -4.96 -4.26
H -4.82 -4.95 -2.59
H -6.55 -4.85 -2.81
H -6.75 -3.02 -5.05
H -7.69 -2.86 -3.57
H -6.75 -1.49 -4.14
H -1.95 -2.64 -0.54
H -2.19 -4.36 -0.29
H -0.73 -3.66 0.36
C 2.97 3.35 3.89
O 2.21 2.21 4.28
C 3.00 1.03 4.44
C 3.07 0.63 5.90
N 3.87 1.57 6.67
C 3.78 1.40 8.12
C 2.41 1.61 8.78
O 1.95 2.95 8.74
C 1.30 3.34 7.55
H 2.27 4.14 3.64
H 3.60 3.69 4.71
H 3.59 3.13 3.01
H 3.99 1.14 4.01
H 2.48 0.23 3.89
H 3.51 -0.37 5.98
H 2.04 0.58 6.28
H 3.59 2.51 6.45
H 4.47 2.11 8.57
H 4.14 0.40 8.38
H 2.53 1.37 9.84
H 1.65 0.93 8.40
H 0.76 2.51 7.09
H 2.01 3.76 6.84
H 0.59 4.12 7.80
*
```

Results
DFT total energy (eV): -248034.8470
Highest occupied orbital energy (eV): -10.3
HOMO-LUMO gap (eV): 6.603
LUMO level (eV): -3.70

Results of the Löwdin charge analysis, in e, for atoms 1 through 5:
1. C -0.070
2. C -0.257
3. O -0.122
4. C -0.180
5. C -0.168